Entry 1:
C7H20N3OPb as an isolated structure in a non-equilibrium geometry. Source: OMol25; level of theory: wB97M-V/def2-TZVPD.

Each line ends with the Löwdin charge.
Cartesian coordinates (Å):
C1 -0.0916 -3.4907 -0.5998  -0.086
Pb1 0.9398 0.9970 0.2128  0.424
N1 -1.2815 0.3700 -1.2689  -0.090
H1 2.3289 -0.2218 0.2870  -0.369
H2 -0.6048 -3.4060 0.3634  0.004
H3 0.8010 -4.1046 -0.3924  0.011
H4 0.2950 -2.5411 -1.0086  -0.004
H5 -0.7915 -3.9081 -1.3486  0.006
H6 -1.3392 1.1054 -1.9952  0.006
H7 -2.2000 0.4818 -0.8362  0.005
H8 -1.3797 -0.5306 -1.7681  0.013
C2 0.4382 1.8975 2.8781  -0.191
N2 0.1462 3.2310 2.2754  -0.076
C3 0.1042 4.3795 3.2168  -0.180
C4 0.3944 5.6050 2.3880  -0.205
C5 -0.5751 5.7968 1.2526  -0.179
N3 -0.7448 4.5505 0.5411  -0.083
C6 -1.3700 4.5392 -0.7789  -0.040
C7 -0.3491 3.4020 1.0302  -0.526
O1 -0.5920 2.3936 0.2009  -0.502
H9 -0.4352 1.2068 2.8060  0.065
H10 0.6381 2.0512 3.9565  0.069
H11 1.4378 1.4466 2.5743  0.001
H12 -0.8922 4.4108 3.6946  0.122
H13 0.8380 4.2266 4.0272  0.110
H14 1.4301 5.5280 2.0296  0.112
H15 0.2970 6.4857 3.0154  0.101
H16 -0.2266 6.4957 0.4870  0.117
H17 -1.5834 6.0443 1.6160  0.123
H18 -2.4017 4.8972 -0.7269  0.083
H19 -0.8159 5.1722 -1.4779  0.084
H20 -1.4154 3.5454 -1.2457  0.075

## Properties
**Relative energy (zero: lowest compared OMol25 entry of this formula, charge and spin)**: 246.60 kJ/mol
**Charge**: -1
**Spin multiplicity**: 1

***

Entry 2:
C38H44N6RuSe as an isolated structure in a non-equilibrium geometry. Source: OMol25; level of theory: wB97M-V/def2-TZVPD.

Each line ends with the Löwdin charge.
Cartesian coordinates (Å):
Ru1 0.5627 1.5347 0.6208  1.397
C1 0.9361 3.8341 0.2614  -0.120
C2 0.1928 3.7481 1.4605  -0.122
C3 0.8269 3.3713 2.6407  -0.042
C4 2.2249 3.2398 2.6705  -0.016
C5 2.9681 3.3764 1.5116  -0.042
C6 2.3200 3.6097 0.2969  -0.033
H1 0.4604 4.1662 -0.6510  0.113
H2 -0.8613 3.9834 1.4697  0.121
H3 0.2552 3.2900 3.5559  0.138
H4 2.7183 3.0384 3.6131  0.142
H5 4.0471 3.3002 1.5373  0.136
H6 2.8999 3.7007 -0.6112  0.114
C7 1.9479 -2.0566 -0.3616  -0.045
C8 2.8359 -0.9963 -0.9567  -0.225
C9 4.1806 -1.2503 -1.1874  -0.018
C10 4.9606 -0.3522 -1.9038  -0.024
C11 4.3917 0.7944 -2.4312  -0.014
C12 3.0494 1.0988 -2.2150  -0.209
C13 2.4669 2.3272 -2.8656  -0.025
C14 2.3095 0.2084 -1.4334  -0.215
N1 0.9477 0.5457 -1.1016  0.016
C15 -0.0058 0.4415 -1.9649  -0.225
C16 0.1316 -0.1964 -3.3014  0.038
C17 -1.2650 1.1074 -1.5537  -0.208
C18 -2.4859 0.9850 -2.3960  0.037
N2 -1.1665 1.7872 -0.4516  0.026
C19 -2.2602 2.6253 -0.0220  -0.234
C20 -2.8947 2.3192 1.1865  -0.220
C21 -2.4802 1.1298 2.0079  -0.025
C22 -3.9273 3.1416 1.6081  -0.005
C23 -4.2995 4.2526 0.8625  -0.014
C24 -3.6401 4.5475 -0.3156  -0.005
C25 -2.6081 3.7400 -0.7911  -0.209
C26 -1.9353 4.1290 -2.0843  -0.024
H7 2.5204 -2.7349 0.2713  0.096
H8 1.5104 -2.6547 -1.1667  0.080
H9 1.1267 -1.6488 0.2267  0.026
H10 4.6129 -2.1782 -0.8334  0.129
H11 6.0059 -0.5660 -2.0816  0.126
H12 4.9912 1.4669 -3.0323  0.133
H13 3.1052 3.1971 -2.7086  0.089
H14 1.4651 2.5746 -2.5117  0.056
H15 2.4160 2.1856 -3.9471  0.108
H16 1.0834 -0.7134 -3.3947  0.109
H17 0.0679 0.5614 -4.0877  0.121
H18 -0.6855 -0.8992 -3.4703  0.093
H19 -2.6768 -0.0684 -2.6113  0.093
H20 -2.3400 1.4857 -3.3564  0.120
H21 -3.3540 1.4170 -1.9071  0.109
H22 -2.7328 0.1867 1.5151  0.094
H23 -2.9659 1.1412 2.9815  0.105
H24 -1.3951 1.1339 2.1909  0.027
H25 -4.4402 2.9152 2.5341  0.130
H26 -5.1019 4.8905 1.2069  0.129
H27 -3.9244 5.4213 -0.8887  0.136
H28 -1.6553 5.1826 -2.0588  0.102
H29 -2.6211 4.0112 -2.9251  0.105
H30 -1.0386 3.5494 -2.3055  0.057
C27 -0.8113 -5.3914 1.0243  -0.016
N3 -1.7065 -5.5794 -0.1175  -0.125
C28 -2.2272 -6.7634 -0.5141  -0.020
C29 -3.0107 -6.5138 -1.6144  -0.018
N4 -2.9461 -5.1855 -1.8607  -0.122
C30 -3.6459 -4.4984 -2.9486  -0.011
C31 -2.1403 -4.5872 -0.9422  -0.740
Se1 -1.7309 -2.8117 -0.8114  0.594
H31 -0.6234 -6.3645 1.4677  0.100
H32 -1.2822 -4.7363 1.7529  0.083
H33 0.1236 -4.9527 0.6845  0.081
H34 -2.0204 -7.6914 -0.0092  0.137
H35 -3.5947 -7.1904 -2.2147  0.139
H36 -4.2273 -5.2366 -3.4922  0.101
H37 -2.9203 -4.0398 -3.6152  0.088
H38 -4.3077 -3.7424 -2.5345  0.089
N5 3.5029 -0.5511 3.0166  0.184
C32 3.1049 0.2475 2.0187  -0.152
N6 1.8006 0.2143 1.8342  -0.018
C33 1.3113 -0.7070 2.7721  -0.231
C34 0.0271 -1.2089 2.9748  -0.023
C35 -0.1391 -2.1399 3.9800  -0.043
C36 0.9419 -2.5848 4.7595  -0.037
C37 2.2237 -2.1247 4.5422  0.023
C38 2.3798 -1.1852 3.5286  -0.171
H39 4.4566 -0.6746 3.3205  0.186
H40 3.7943 0.8263 1.4265  0.139
H41 -0.8090 -0.8899 2.3683  0.074
H42 -1.1269 -2.5320 4.1836  0.121
H43 0.7656 -3.3062 5.5453  0.125
H44 3.0598 -2.4773 5.1306  0.131

## Properties
**Energy**: -116964.467 eV
**Charge**: +3
**Spin multiplicity**: 2

***

Entry 3:
An isolated ion of composition C6H5FN3 and charge -1 in a non-equilibrium geometry. Source: OMol25; level of theory: wB97M-V/def2-TZVPD.

Each line ends with the Löwdin charge.
Cartesian coordinates (Å):
C1 0.5053 0.2629 -0.0090  -0.406
H1 -0.3372 -0.7151 1.6766  0.147
F1 0.5277 0.1021 -1.4900  -0.089
C2 -0.4760 -0.7680 0.5835  -0.305
C3 0.0341 1.6398 -0.0641  -0.200
N1 -0.2381 2.7420 0.1806  0.156
C4 1.9777 0.0207 0.5446  -0.474
N2 2.8004 -0.8070 0.2258  -0.020
C5 -0.1464 -2.1815 0.0892  -0.056
H2 -0.4388 -2.2896 -0.9624  0.086
H3 0.9385 -2.3342 0.1718  0.062
H4 -0.6939 -2.9241 0.6861  0.080
C6 -1.8802 -0.4305 0.3245  -0.208
N3 -2.9918 -0.1993 0.1092  0.142
H5 1.5589 0.6738 1.4848  0.085

## Properties
**Relative energy (zero: lowest compared OMol25 entry of this formula, charge and spin)**: 0.00 kJ/mol
**Charge**: -1
**Spin multiplicity**: 1

***

Q: Among the records above, which one has the highest charge?
A: C38H44N6RuSe